# 1
Computed, not measured: a molecular structure, C37H47CoGeNO7, with the ωB97M-V functional and the def2-TZVPD basis.

Properties
total energy: -149094.6249 eV
energy above the lowest of the compared OMol25 structures with the same formula, charge and spin: 66.0 kJ/mol
max |F|: 1.2 eV Å⁻¹
<S²>: 1.1703
lowest unoccupied orbital energy (spin up / spin down): 0.4 / 0.4 eV
highest occupied orbital energy (spin up / spin down): -6.7 / -6.7 eV

Structure (ORCA input):
```
! wB97M-V def2-TZVPD RIJCOSX def2/J DEFGRID3
* xyz 0 2
C 3.129 -1.432 -1.566
H -3.321 6.838 -2.089
N 0.581 -1.553 -1.613
H -5.076 5.238 1.481
O -1.680 -1.001 0.922
C -3.132 4.474 0.961
H 1.989 0.361 -2.967
C -0.012 -4.810 -1.409
H -1.790 -3.822 -2.089
O 0.758 -4.192 -0.394
H -2.120 -5.263 -1.128
C 1.102 5.388 1.662
C -0.426 -1.582 -2.550
H -1.718 -5.597 2.547
C -2.130 -4.110 1.093
H 3.697 -0.668 -2.101
H 0.204 0.398 -4.682
O -0.022 -4.416 2.358
H -1.493 -2.127 3.241
H 2.503 -3.956 -1.446
H -0.283 -1.871 4.501
C 1.569 -1.815 -3.595
C -4.330 6.122 -0.330
H 1.866 -0.420 2.246
C 1.803 -1.665 -2.254
C 2.134 6.297 1.864
C -1.260 2.359 -2.328
C 1.025 4.626 0.488
H -1.008 -4.271 4.183
C -0.462 -2.322 3.523
H 0.101 -5.893 -1.327
H 2.172 6.882 2.778
C 2.137 -4.453 -0.551
C -0.192 -3.810 3.621
C -1.643 1.234 1.844
C -1.859 -1.260 -2.213
H 0.337 5.280 2.430
C -0.261 2.349 -1.351
H 2.982 -1.077 -0.546
C -4.258 5.275 0.770
C 0.078 0.952 -3.757
H 2.334 -1.891 -4.360
H 3.815 5.845 -1.045
C -1.030 0.070 1.089
H -1.065 3.184 2.683
H -1.969 -0.188 -2.000
C -1.474 -4.391 -1.224
H -2.379 -3.261 1.729
C -3.272 6.173 -1.233
C 1.081 0.930 -2.791
C -2.066 4.501 0.058
O 0.320 -1.664 2.533
H -0.392 -1.814 -4.728
C 2.820 -3.994 0.698
H 2.465 -3.296 3.045
H -0.777 -5.766 1.065
O -1.630 -3.533 -0.105
H -2.557 1.516 1.311
H 3.774 -2.317 -1.522
H 0.285 2.102 2.326
C 3.116 6.460 0.892
C 0.147 -1.767 -3.785
H 0.726 -3.987 4.178
C -1.165 -5.044 1.783
C 2.603 -2.407 2.427
H 0.347 -4.495 -2.392
H 3.924 7.168 1.047
H -2.502 -1.496 -3.063
H 3.640 -2.076 2.532
H 2.312 -5.526 -0.655
H -2.185 2.896 -2.153
O 0.153 0.170 0.631
C -2.153 5.371 -1.038
H 2.633 -4.708 1.499
H 3.895 -3.933 0.525
H -5.208 6.742 -0.483
H -1.964 0.830 2.806
C -1.092 1.662 -3.525
H -1.330 5.428 -1.747
H -1.883 1.668 -4.269
C -0.692 2.439 1.973
C 1.667 -1.311 2.836
H -3.093 3.826 1.834
C 3.054 5.718 -0.282
C 0.911 1.617 -1.596
C 2.016 4.809 -0.483
Co 0.169 -1.872 0.185
Ge -0.473 3.382 0.276
H -3.049 -4.662 0.882
H 1.975 4.249 -1.411
H 1.785 -1.078 3.893
H -2.234 -1.786 -1.330
H 1.678 1.549 -0.828
O 2.300 -2.726 1.082
*
```

Löwdin atomic charge list, values in e, 6 entries:
1 C -0.0291
2 H 0.1003
3 N 0.0088
4 H 0.0979
5 O -0.0358
6 C -0.1060


# 2
Computed, not measured: a molecular structure, C37H48BIN8O2S3Ta, with the ωB97M-V functional and the def2-TZVPD basis.

Properties
total energy: -98002.6204 eV
energy above the lowest of the compared OMol25 structures with the same formula, charge and spin: 0.0 kJ/mol
max |F|: 0.4 eV Å⁻¹
lowest unoccupied orbital energy: -2.8 eV
highest occupied orbital energy: -10.0 eV

Structure (ORCA input):
```
! wB97M-V def2-TZVPD RIJCOSX def2/J DEFGRID3
* xyz 1 1
C 4.042 1.823 0.209
C -0.787 2.989 0.115
H -1.268 -3.714 1.744
C 1.265 -5.921 -0.323
C -0.830 -3.132 0.930
C 1.268 2.747 3.215
C 0.157 -3.819 0.139
H 2.217 0.381 6.110
C -4.598 -2.620 -4.669
H 2.314 -3.474 -2.440
H 1.349 3.819 3.234
H -3.203 5.677 -1.710
H 1.423 -6.968 -0.113
C -3.377 -0.727 0.946
I -1.961 1.127 -2.891
N -1.265 -1.937 0.770
H -4.468 5.765 -0.490
C -3.699 -1.807 -2.586
S 1.300 -0.514 1.118
H -5.438 -2.820 -5.317
H 5.411 -0.446 -4.249
C -0.709 5.030 -0.736
C 1.777 -3.950 -1.634
H -1.060 5.954 -1.149
C -3.925 3.225 -0.723
H -4.332 -1.215 1.147
Ta -0.721 -0.562 -0.910
C -3.026 4.263 -0.062
C -2.404 -2.110 -3.012
H 3.124 -0.585 4.937
H 2.043 -1.243 -2.947
S 0.930 1.035 -1.955
C 1.961 -5.289 -1.360
H 0.950 -2.698 4.635
C -3.225 4.296 1.455
C 4.043 -0.460 -2.595
C 0.553 4.618 -0.513
C 4.579 -1.725 -1.922
H -2.571 5.044 1.907
C -3.398 5.626 -0.639
S -1.371 1.477 0.705
C -4.791 -2.090 -3.413
H -2.887 6.446 -0.134
C -3.296 -2.914 -5.088
N 1.072 0.599 3.662
C 1.068 1.872 4.213
C 2.873 -0.814 -3.502
N 1.397 2.030 2.046
H 0.947 2.045 5.265
H -3.460 0.318 1.229
N 3.661 0.487 -1.496
N -3.024 -0.832 -0.470
C 2.493 1.073 -1.170
C 4.630 0.942 -0.618
H 1.904 -2.079 3.279
C 0.886 -3.181 -0.880
C -2.237 -1.418 1.724
H -0.410 -1.328 6.033
H 4.752 1.148 -3.863
C -3.911 -1.333 -1.246
H 0.144 -2.048 3.202
C -0.314 -0.465 5.374
B 1.766 2.765 0.729
H -4.258 4.563 1.679
N -1.558 4.020 -0.325
H 4.451 2.401 1.018
N 2.716 1.912 -0.146
H 1.489 5.118 -0.684
H -4.954 3.449 -0.438
O -1.356 -1.900 -2.216
C 1.000 -1.929 3.862
H 3.235 -1.551 -4.221
C 5.127 0.219 -3.433
H -2.623 -2.234 2.339
H -3.014 3.328 1.904
H 2.516 0.051 -4.057
O 0.766 -1.884 -1.119
H -0.340 0.430 5.993
H 2.168 -1.378 6.197
H -1.177 -0.442 4.707
H -5.791 -1.871 -3.057
H 6.023 0.438 -2.855
H 3.836 -2.139 -1.240
N 0.500 3.360 0.040
H -3.845 3.276 -1.807
C -2.211 -2.677 -4.268
H -1.202 -2.907 -4.583
H 4.809 -2.470 -2.684
H -3.135 -3.338 -6.070
H -3.687 2.212 -0.415
H -1.728 -0.705 2.379
H 2.657 -5.859 -1.963
C 1.247 0.720 2.315
H 5.651 0.616 -0.668
H 5.494 -1.532 -1.362
C 0.369 -5.180 0.409
H -4.917 -1.470 -0.843
H -0.197 -5.644 1.209
C 2.199 -0.530 5.513
H 2.418 3.723 1.062
C 0.987 -0.585 4.579
*
```

Löwdin atomic charge list, values in e, 6 entries:
1 C -0.0282
2 C -0.6333
3 H 0.1408
4 C -0.0711
5 C -0.0814
6 C -0.0311


# 3
Computed, not measured: a molecular structure, C37H48BN10Sc, with the ωB97M-V functional and the def2-TZVPD basis.

Properties
total energy: -75421.1603 eV
energy above the lowest of the compared OMol25 structures with the same formula, charge and spin: 51.0 kJ/mol
max |F|: 0.9 eV Å⁻¹
lowest unoccupied orbital energy: -5.4 eV
highest occupied orbital energy: -13.9 eV

Structure (ORCA input):
```
! wB97M-V def2-TZVPD RIJCOSX def2/J DEFGRID3
* xyz 2 1
H 0.158 0.936 4.401
C -2.628 -1.928 0.441
H 1.455 -3.575 3.868
N 2.264 0.453 -0.562
C -1.563 0.147 3.431
C -0.023 3.790 -2.421
H 0.397 -3.272 -0.110
Sc -0.023 0.158 -0.111
H 4.408 -1.819 -1.612
C -1.924 0.376 -4.446
C 2.732 -2.622 -0.581
C -0.311 -2.055 -2.471
H 0.569 4.689 -2.452
H 3.610 0.126 3.738
H -1.224 0.900 -5.097
H -1.569 3.895 -3.987
H -1.153 -0.433 2.612
H 5.646 -1.024 0.403
H -2.722 -0.033 -5.066
H 1.601 0.553 -2.883
H 3.995 3.000 -1.550
C -0.256 -3.030 1.934
H 1.752 4.636 1.583
C 4.816 -1.725 0.478
H -4.041 1.297 -1.844
H -2.653 -2.458 1.392
H -0.074 -4.037 2.311
H -1.119 -4.060 0.284
H 2.249 0.749 1.823
H 1.218 -2.920 -5.348
C 0.949 -2.343 -4.474
N 0.287 -0.889 -2.202
C -2.666 1.736 0.636
C 2.642 -1.790 3.972
H -3.106 -0.189 -1.949
C -0.034 2.144 2.726
N -1.276 -2.015 -0.170
N 1.082 -0.961 1.790
H -1.953 2.520 0.435
C 3.682 1.999 -1.303
C 2.071 -0.198 2.303
H 5.342 0.600 -1.695
C -1.468 -2.396 -1.593
H -1.660 -0.514 4.295
C -1.504 2.230 4.755
N 0.256 2.833 -1.535
H -1.392 -0.463 -3.992
H -3.056 2.086 -3.951
N -0.613 1.781 -1.657
C -4.836 0.999 1.279
C -1.092 3.373 -3.177
H 3.155 -3.626 -0.598
H 4.302 -1.540 1.422
H 2.015 -2.556 -1.403
C 1.521 -1.104 -4.239
C 4.336 0.792 -1.365
C 0.883 -2.157 2.377
H -2.337 2.683 4.214
C 1.654 -2.599 3.448
H 5.228 -2.735 0.513
C -4.410 -0.296 1.072
H -1.918 1.635 5.569
H -5.076 -1.135 1.224
H -4.236 3.072 1.178
C -3.101 -0.520 0.661
H -0.916 3.029 5.199
C 2.849 -0.555 3.384
H 2.237 -0.674 -4.925
H -0.488 -3.771 -3.739
H -1.721 -3.459 -1.662
C -3.945 2.040 1.050
H -5.848 1.198 1.604
C 3.845 -1.593 -0.701
C 1.174 3.762 1.831
C -0.688 1.329 3.821
H 3.238 -2.120 4.812
C 1.169 -0.415 -3.095
C -3.549 0.615 -2.535
N 2.449 1.781 -0.831
C 3.433 -0.151 -0.867
N -2.231 0.471 0.458
H 1.975 3.940 -0.705
C -0.531 -3.150 0.449
C -1.435 2.112 -2.690
N 0.178 1.819 1.429
H 2.211 -2.504 0.370
H 0.603 3.886 3.945
H -2.325 -1.847 -1.989
H -1.149 -2.696 2.471
H -2.567 0.473 3.166
H -4.313 0.172 -3.174
C 0.582 3.367 3.005
B 1.425 2.894 -0.547
N 0.938 2.828 0.906
C 0.007 -2.824 -3.579
C -2.513 1.317 -3.395
H -3.354 -2.446 -0.192
*
```

Löwdin atomic charge list, values in e, 6 entries:
1 H 0.1433
2 C -0.1000
3 H 0.1277
4 N 0.0147
5 C -0.0533
6 C -0.0280


# 4
Computed, not measured: a molecular structure, C37H48Cl2CrN9O5Si, with the ωB97M-V functional and the def2-TZVPD basis.

Properties
total energy: -124145.0945 eV
energy above the lowest of the compared OMol25 structures with the same formula, charge and spin: 106.6 kJ/mol
max |F|: 1.6 eV Å⁻¹
<S²>: 6.0264
lowest unoccupied orbital energy (spin up / spin down): 2.1 / 2.1 eV
highest occupied orbital energy (spin up / spin down): -3.4 / -3.9 eV

Structure (ORCA input):
```
! wB97M-V def2-TZVPD RIJCOSX def2/J DEFGRID3
* xyz -1 5
H -4.148 3.408 4.083
Si -1.225 -2.705 0.022
N 1.535 -1.224 -3.435
N -1.738 3.539 -1.818
C 4.190 3.451 -1.787
C 4.860 3.021 -0.620
N -0.865 4.101 0.334
H -5.931 3.193 2.302
C -0.085 3.679 1.494
O -0.313 -0.445 -2.377
Cl 6.839 3.410 1.207
C 2.829 -1.657 -3.348
C 6.033 3.735 -0.294
C 0.823 -0.937 -2.272
H 7.449 5.246 -0.806
N -1.503 0.124 1.415
H -2.135 5.622 -1.742
H -3.569 3.140 0.358
H -3.447 -3.963 -4.378
O 1.625 0.876 0.837
H -3.002 -2.883 1.845
N -2.416 1.101 3.101
H -5.867 -1.675 -1.698
C -0.077 -4.163 -0.489
C 4.689 4.462 -2.590
N -3.310 1.050 2.088
H -3.163 0.276 0.087
C 2.020 0.154 1.817
H -0.606 -5.118 -0.570
H 3.330 1.620 2.705
C 3.413 -1.880 -2.164
H 4.442 -2.197 -2.090
H -2.956 3.668 2.815
H -0.862 6.162 -0.207
H 7.965 -0.754 0.092
C -4.936 -2.186 -1.924
H 0.425 -3.964 -1.441
N 1.361 -1.214 -1.075
H -4.994 1.187 3.254
H 0.708 -4.271 0.264
H 3.307 0.012 3.480
Cr -0.034 -0.605 0.283
H 3.325 1.886 0.204
C -4.011 3.776 3.065
H 6.652 1.144 -0.755
C 6.545 4.733 -1.105
H -2.307 4.852 -3.302
C -1.127 3.160 -0.632
H -5.278 2.921 -0.054
H 1.622 -1.010 -5.500
C 5.878 5.089 -2.262
O -0.873 1.974 -0.440
O 1.356 -0.797 2.239
H -5.556 -2.759 -3.902
C 6.291 0.576 0.094
H 7.111 -2.100 1.988
H 6.281 5.867 -2.897
H -2.819 2.482 -3.278
C 4.593 0.176 1.778
C -4.589 3.408 0.640
H -1.436 -3.426 2.442
C -1.703 4.872 -2.396
H -4.263 4.838 3.040
H -4.704 4.487 0.526
H 0.125 -1.769 -4.889
O 3.112 -1.961 0.169
C 5.081 0.935 0.687
H -1.627 -3.979 -2.723
H 0.400 2.730 1.287
C 6.548 -1.250 1.624
C 5.344 -0.905 2.215
H 4.143 4.744 -3.480
H 0.681 4.430 1.703
C -4.878 2.993 2.081
C -2.105 -3.453 1.578
C -4.768 -2.799 -3.159
H -4.082 -1.778 -0.011
H -1.094 2.715 -3.649
C -2.556 -3.472 -2.486
C 3.330 0.540 2.529
N -1.344 0.550 2.678
C 7.023 -0.500 0.563
H -2.412 -4.490 1.420
C 0.878 -0.999 -4.706
C -2.722 0.440 1.055
C -2.688 -2.852 -1.240
H 3.340 -1.795 -4.293
N 4.351 2.032 0.199
C 2.647 -1.700 -0.931
H -1.271 5.772 1.461
C -1.812 2.502 -2.851
H -2.460 5.483 0.198
C -4.679 1.476 2.251
H 0.374 -0.035 -4.679
C -1.393 5.447 0.429
H -0.722 3.569 2.378
C -3.916 -2.233 -0.984
H -0.687 5.177 -2.673
H -1.574 1.530 -2.431
H 4.964 -1.499 3.038
C -3.577 -3.458 -3.427
Cl 2.700 2.687 -2.235
H -5.285 0.942 1.518
*
```

Löwdin atomic charge list, values in e, 6 entries:
1 H 0.0778
2 Si 0.5885
3 N -0.0598
4 N -0.1189
5 C -0.5803
6 C -0.2931


# 5
Computed, not measured: a molecular structure, C37H48F2GaO4Se, with the ωB97M-V functional and the def2-TZVPD basis.

Properties
total energy: -170500.9053 eV
max |F|: 0.9 eV Å⁻¹
lowest unoccupied orbital energy: 2.4 eV
highest occupied orbital energy: -5.0 eV

Structure (ORCA input):
```
! wB97M-V def2-TZVPD RIJCOSX def2/J DEFGRID3
* xyz -1 1
H 5.029 -0.440 3.753
C 3.404 0.827 3.062
H -1.439 1.271 -4.565
C -1.515 -1.832 2.055
C 2.518 0.956 1.826
C -0.166 -4.907 3.284
H 2.607 3.849 -1.763
F -0.734 -0.562 -4.252
H -3.379 3.058 -4.227
H -3.117 6.098 0.655
H 0.713 -4.264 3.202
H 4.818 2.365 2.426
H 1.414 2.914 -2.674
H -2.739 -5.648 2.602
C 4.403 -0.322 2.864
H 5.086 1.053 -1.395
H -0.504 -2.537 4.594
C -0.513 -3.577 -2.528
C -2.903 6.303 -3.380
H -3.068 -2.576 -2.761
C -2.571 3.671 -2.344
H -3.583 -4.370 3.476
C -1.682 4.726 -0.208
H -3.022 7.301 -3.783
H 2.044 -0.402 4.234
C 4.177 2.137 3.279
O -1.851 -1.091 -1.501
C -1.381 -3.187 4.600
C 2.476 3.031 -2.475
C 2.593 0.537 4.327
C 4.581 1.962 -1.729
C -2.670 -4.967 3.450
H -1.747 -5.970 -2.485
H 5.015 2.256 -2.686
C -2.069 5.823 0.771
H -1.320 -3.828 5.482
C -1.741 -1.776 -0.384
F -2.895 -0.052 -4.237
C -2.398 6.106 -2.116
O -0.959 3.833 0.166
C -1.542 -3.214 2.066
C -1.643 -3.854 0.826
Se -1.520 0.781 0.813
H 2.977 3.298 -3.410
C -3.101 3.921 -3.635
C 2.384 1.379 -0.592
H -2.274 -2.566 4.693
C -1.758 -3.964 -1.712
H 3.387 0.831 -3.866
H 1.883 1.339 4.534
H -1.409 -1.261 2.969
H -0.069 -5.517 4.186
H -0.808 -5.799 -1.003
C -1.441 -4.051 3.339
H -3.919 -3.868 -1.898
H 3.333 -0.335 -2.528
H -2.110 6.970 -1.529
H 3.267 0.452 5.182
C 2.895 0.586 -2.920
C -1.633 0.438 -3.875
H 0.391 -3.804 -1.958
C 1.141 0.839 1.863
Ga -1.550 0.783 -1.850
C -1.732 -3.197 -0.389
C -1.610 -1.138 0.856
H 3.484 2.969 3.412
H 1.842 0.407 -3.120
H -1.459 6.712 0.598
C 0.395 0.937 0.698
H -3.655 5.325 -5.136
C 0.975 1.188 -0.556
H -1.886 5.465 1.782
H 4.809 2.063 4.169
H 3.873 -1.260 2.687
H 0.609 0.665 2.790
C -1.723 -5.483 -1.508
H 5.057 -0.137 2.010
C -2.215 4.829 -1.573
C -3.036 -3.630 -2.497
H -1.647 -4.936 0.819
H -2.587 -5.834 -0.939
O 0.264 1.227 -1.665
H -3.073 -4.219 -3.418
H 4.174 1.344 0.544
H -0.174 -5.572 2.420
H -2.619 -5.566 4.364
H 4.774 2.761 -1.010
O -2.553 2.424 -1.957
H -0.483 -4.137 -3.467
C -3.258 5.189 -4.137
C 3.098 1.232 0.585
H -0.515 -2.516 -2.766
C 3.077 1.732 -1.911
*
```

Löwdin atomic charge list, values in e, 6 entries:
1 H 0.0782
2 C -0.5601
3 H 0.0965
4 C -0.0655
5 C -0.1815
6 C -0.0496